Record 1
Entry from OMol25: C30H46BrN3P2PdSe as an isolated structure (wB97M-V/def2-TZVPD).

Calculated values
Spin multiplicity = 3
Net charge = +2
⟨S²⟩ = 2.009
HOMO-LUMO gap (alpha / beta) = 7.7 / 5.5 eV
Relative energy (zero: lowest compared OMol25 entry of this formula, charge and spin) = 0.0 kcal/mol
Total energy = -193756.80996 eV

Element x y z (Å)
C 0.14 -4.89 -0.76
C 0.98 -4.06 0.03
C 2.38 -4.29 0.02
C 2.90 -5.06 -1.04
N 2.10 -5.68 -1.91
C 0.77 -5.64 -1.79
C 0.45 -2.91 0.71
C -0.06 -1.89 1.18
C -0.61 -1.39 2.42
C -0.94 -0.06 2.56
C -1.20 0.58 3.77
C -1.14 -0.24 4.91
C -1.00 -1.65 4.83
C -0.69 -2.22 3.58
Pd -0.10 1.02 0.31
P 0.39 0.11 -1.75
H 3.04 -3.85 0.77
H -0.94 -4.93 -0.61
H 3.99 -5.16 -1.17
H 0.17 -6.20 -2.52
H -0.46 -3.31 3.44
H -1.01 0.65 1.69
H -1.14 -2.25 5.75
H -1.45 1.66 3.77
C 0.49 1.54 -2.92
C 1.36 1.39 -4.16
H 0.86 2.39 -2.32
H -0.55 1.79 -3.19
H 1.31 2.34 -4.71
H 2.42 1.21 -3.92
H 1.00 0.61 -4.85
C 2.05 -0.67 -1.67
C 2.40 -1.65 -2.80
H 2.07 -1.20 -0.70
H 2.80 0.13 -1.63
H 3.44 -1.98 -2.64
H 1.77 -2.55 -2.78
H 2.37 -1.18 -3.81
C -0.73 -1.16 -2.39
C -0.75 -1.35 -3.90
H -1.73 -0.90 -2.02
H -0.46 -2.09 -1.88
H -1.51 -2.10 -4.14
H -1.03 -0.44 -4.44
H 0.19 -1.73 -4.31
Br -1.44 0.78 6.57
P 1.86 1.84 1.23
C 3.13 2.10 -0.05
C 4.07 3.29 0.16
H 2.58 2.21 -1.00
H 3.72 1.18 -0.14
H 4.75 3.37 -0.70
H 3.51 4.24 0.22
H 4.69 3.17 1.06
C 1.33 3.44 1.93
C 2.16 3.97 3.08
H 0.28 3.27 2.25
H 1.29 4.15 1.10
H 1.73 4.92 3.43
H 2.15 3.28 3.94
H 3.20 4.18 2.79
C 2.54 0.73 2.49
C 4.01 0.99 2.86
H 2.41 -0.29 2.09
H 1.90 0.78 3.38
H 4.34 0.27 3.62
H 4.67 0.87 2.00
H 4.15 2.00 3.28
C -4.18 1.03 2.22
N -4.37 0.76 0.80
C -5.40 -0.02 0.29
C -5.27 -0.02 -1.05
N -4.16 0.74 -1.36
C -3.66 1.03 -2.70
C -3.58 1.22 -0.22
Se -2.13 2.43 -0.23
H -5.17 1.21 2.68
H -3.52 1.92 2.36
H -3.71 0.14 2.71
H -6.08 -0.52 0.94
H -5.83 -0.51 -1.82
H -3.35 0.10 -3.21
H -4.44 1.53 -3.31
H -2.79 1.72 -2.62

=====

Record 2
Entry from OMol25: C30H46ClN7O3PbS as an isolated structure (wB97M-V/def2-TZVPD).

Calculated values
Net charge = +4
HOMO-LUMO gap = 2.3 eV
Relative energy (zero: lowest compared OMol25 entry of this formula, charge and spin) = 154.0 kcal/mol
Total energy = -76989.31935 eV

Element x y z (Å)
Pb -4.76 2.23 0.67
O -9.46 8.77 12.22
C -9.25 7.59 11.99
C -8.92 6.95 10.63
C 4.06 8.83 -2.96
C 3.80 9.09 -1.62
C 3.70 8.23 -0.57
C 3.03 8.63 0.57
C 2.66 9.99 0.75
C 2.76 10.87 -0.44
N 3.35 10.40 -1.49
H -9.74 9.28 11.27
H -9.51 6.09 10.32
H -8.87 7.15 12.87
H -9.26 7.56 9.85
H -7.86 6.91 10.59
H 4.51 7.88 -3.27
H 3.75 9.56 -3.76
H 4.19 7.24 -0.69
H 2.92 7.90 1.33
H 2.15 10.38 1.64
H 2.47 11.86 -0.31
C -7.04 1.40 11.76
N -8.22 0.55 11.97
C -9.27 0.64 10.96
C -10.43 0.11 11.62
N -9.79 -0.82 12.58
C -8.56 -0.40 12.81
S -7.41 -0.88 14.07
H -7.24 2.23 11.02
H -6.07 1.00 11.47
H -6.86 1.96 12.73
H -9.06 -0.08 10.04
H -9.31 1.65 10.55
H -11.10 -0.43 10.92
H -11.06 0.86 12.16
H -10.18 -1.54 13.11
C 7.92 0.52 -3.66
C 8.65 -0.42 -2.88
C 8.31 -0.70 -1.52
C 9.70 -1.14 -3.46
C 4.06 -6.57 -5.13
O 5.09 -7.25 -5.45
C 3.64 -5.31 -5.93
C 4.03 -5.54 -7.37
C 4.55 -4.47 -8.29
C 3.83 -3.26 -8.54
C 3.99 -2.61 -9.74
C 4.92 -3.15 -10.73
Cl 5.28 -2.37 -12.13
C 5.76 -4.33 -10.35
C 5.55 -4.87 -9.16
C 3.25 -7.23 -3.93
N 2.78 -8.44 -4.36
C 3.40 -9.64 -4.51
N 2.51 -10.52 -4.98
C 1.41 -9.77 -5.30
N 1.53 -8.51 -4.89
H 8.20 0.47 -4.81
H 8.62 1.37 -3.61
H 6.92 0.77 -3.52
H 9.15 -0.88 -0.85
H 7.92 -1.68 -1.46
H 7.53 -0.05 -1.08
H 10.60 -0.53 -3.71
H 9.28 -1.58 -4.27
H 10.06 -1.78 -2.85
H 5.51 -6.97 -6.28
H 4.04 -4.49 -5.33
H 2.53 -5.26 -5.79
H 3.25 -6.13 -7.78
H 4.71 -6.41 -7.38
H 2.99 -2.87 -7.94
H 3.46 -1.66 -9.92
H 6.55 -4.53 -11.09
H 6.19 -5.70 -8.91
H 2.35 -6.60 -3.84
H 3.83 -7.17 -3.05
H 4.40 -9.84 -4.30
H 0.52 -10.08 -5.77
C -6.19 -1.05 -1.46
C -6.95 0.12 -1.01
N -8.25 0.33 -1.21
O -6.27 1.03 -0.35
H -5.34 -0.69 -2.00
H -6.83 -1.69 -1.98
H -5.68 -1.55 -0.63
H -8.83 -0.30 -1.69
H -8.55 1.34 -1.18

=====

Record 3
Entry from OMol25: C30H46GaN11OSb as an isolated structure (wB97M-V/def2-TZVPD).

Calculated values
Net charge = +3
HOMO-LUMO gap = 7.4 eV
Relative energy (zero: lowest compared OMol25 entry of this formula, charge and spin) = 0.0 kcal/mol
Total energy = -109185.65543 eV

Element x y z (Å)
Ga -0.61 2.07 -0.19
N -1.71 3.24 1.14
C -1.61 4.75 1.18
C -2.86 5.40 0.60
C -2.98 5.36 -0.92
C -2.93 3.98 -1.57
N -1.52 3.45 -1.63
H -2.69 3.00 1.01
H -1.50 2.84 2.05
H -0.70 5.06 0.65
H -1.49 5.04 2.22
H -2.88 6.43 0.93
H -3.74 4.92 1.06
H -2.20 5.98 -1.38
H -3.92 5.83 -1.21
H -3.31 4.03 -2.58
H -3.55 3.25 -1.03
H -0.90 4.26 -1.70
H -1.40 2.96 -2.52
C 4.42 1.24 1.93
N 3.01 1.67 1.78
C 2.22 1.53 0.73
N 1.03 2.09 0.99
C 1.19 2.56 2.27
N 2.37 2.33 2.76
C 4.72 0.02 1.09
C 5.85 -0.01 0.29
C 6.14 -1.15 -0.46
C 5.30 -2.25 -0.42
C 4.16 -2.21 0.38
C 3.89 -1.08 1.15
C 3.24 -3.34 0.42
N 3.25 -4.44 -0.24
N 2.10 -5.14 0.15
C 1.50 -4.40 1.01
O 2.16 -3.23 1.24
C 0.20 -4.56 1.65
C -0.57 -5.71 1.50
C -1.84 -5.76 2.05
C -2.37 -4.67 2.72
C -1.60 -3.52 2.88
C -2.14 -2.29 3.57
N -2.16 -1.13 2.65
C -1.18 -0.30 2.33
N -1.58 0.53 1.36
C -2.87 0.12 1.14
N -3.24 -0.88 1.89
C -0.32 -3.48 2.37
H 4.55 1.07 3.00
H 5.05 2.08 1.65
H 2.52 0.99 -0.15
H 0.44 3.09 2.84
H 6.52 0.84 0.25
H 7.04 -1.18 -1.07
H 5.52 -3.14 -1.00
H 3.02 -1.09 1.81
H -0.16 -6.55 0.95
H -2.43 -6.66 1.94
H -3.37 -4.72 3.13
H -1.53 -2.00 4.43
H -3.17 -2.42 3.90
H -0.21 -0.30 2.81
H -3.53 0.56 0.41
H 0.31 -2.61 2.52
N 1.29 3.00 -1.74
H 1.06 3.41 -2.65
H 1.98 2.29 -1.96
H 1.80 3.73 -1.25
C -3.77 -0.34 -2.28
C -2.47 -0.21 -3.06
Sb -0.74 -0.03 -1.83
C 0.90 -0.03 -3.21
C 0.68 -0.95 -4.41
C -0.63 -1.86 -0.76
C -0.37 -3.06 -1.66
H -4.59 -0.56 -2.97
H -4.03 0.59 -1.77
H -3.75 -1.14 -1.55
H -2.47 0.62 -3.76
H -2.25 -1.11 -3.64
H 1.78 -0.31 -2.63
H 1.02 1.00 -3.55
H 0.58 -2.00 -4.11
H 1.55 -0.89 -5.07
H -0.19 -0.67 -4.99
H -1.57 -1.95 -0.22
H 0.16 -1.74 -0.01
H -1.10 -3.13 -2.48
H -0.46 -3.97 -1.08
H 0.63 -3.05 -2.09

=====

Record 4
Entry from OMol25: C30H46O3P2Tl as an isolated structure (wB97M-V/def2-TZVPD).

Calculated values
Net charge = +1
HOMO-LUMO gap (alpha / beta) = 3.4 / 3.7 eV
Relative energy (zero: lowest compared OMol25 entry of this formula, charge and spin) = 169.0 kcal/mol
Total energy = -61254.26325 eV

Element x y z (Å)
Tl -0.89 0.40 -3.00
C -0.82 -1.73 1.24
C 0.47 -2.19 0.91
C 0.70 -0.44 2.37
C -0.68 -0.64 2.14
C 1.41 -1.38 1.58
C -2.10 -2.32 0.76
H -2.09 -2.46 -0.33
H -2.95 -1.66 1.02
H -2.28 -3.30 1.22
C -1.80 0.16 2.72
H -2.67 -0.49 2.90
H -2.11 0.96 2.03
H -1.48 0.61 3.67
C 1.30 0.56 3.28
H 0.61 0.79 4.10
H 1.53 1.50 2.75
H 2.23 0.18 3.71
C 2.89 -1.52 1.51
H 3.27 -2.22 2.26
H 3.37 -0.54 1.68
H 3.19 -1.89 0.52
C 0.78 -3.35 0.03
H 0.78 -4.29 0.60
H 1.77 -3.23 -0.42
H 0.03 -3.45 -0.76
C -1.29 1.99 -4.60
C -2.11 1.02 -5.49
C -1.35 0.30 -6.65
C -0.20 -0.55 -6.09
C 0.10 -0.30 -4.61
C 1.20 0.83 -4.49
C 1.02 1.84 -5.67
C -0.22 2.72 -5.41
H -0.98 1.02 -7.42
H 0.74 -0.40 -6.68
H -2.07 -0.34 -7.18
H -0.65 3.05 -6.39
H -1.94 2.62 -3.97
H -2.94 1.57 -5.93
H 0.08 3.63 -4.88
H 1.94 2.44 -5.68
H 2.08 0.23 -4.61
H 0.97 1.41 -6.68
H -0.42 -1.61 -6.31
H 0.24 -1.27 -4.12
P -2.86 -0.14 -4.36
C -3.62 0.85 -3.07
C -3.46 -1.72 -4.82
P 2.44 3.63 -3.34
C 1.38 1.82 -3.34
C 3.39 3.05 -1.93
C 3.66 3.53 -4.69
H -2.94 1.41 -2.39
H -4.20 0.20 -2.38
H -4.23 1.63 -3.56
H -4.27 -1.65 -5.55
H -3.84 -2.22 -3.92
H -2.65 -2.36 -5.24
H 3.22 4.07 -5.55
H 4.00 2.53 -5.03
H 4.55 4.11 -4.33
H 1.77 1.33 -2.44
H 0.45 2.41 -3.12
H 3.49 3.91 -1.26
H 4.34 2.68 -2.29
H 2.87 2.26 -1.35
O 1.95 3.41 1.26
C 0.71 3.92 1.44
C 0.53 5.09 2.19
C -0.77 5.51 2.49
C -1.88 4.81 2.02
C -1.71 3.69 1.22
C -0.42 3.25 0.93
C -0.24 2.15 -0.06
O -1.27 1.83 -0.74
O 0.91 1.60 -0.17
H 1.78 2.58 0.69
H 1.41 5.62 2.54
H -0.91 6.40 3.11
H -2.90 5.13 2.26
H -2.55 3.13 0.79